(1)
{"formula": "C3H3N3OS", "method": "wB97M-V/def2-TZVPD", "gap_ev": 7.63, "smiles": "Oc1ncnc(=S)[nH]1", "e_tot_ha": -753.70655, "e_above_lowest_kcal_mol": 91.76, "homo_ev": -8.593, "lumo_energy_ev": -0.960, "symbols": ["O", "C", "N", "C", "N", "C", "S", "N", "H", "H", "H"], "positions_angstrom": [[-2.2713, -0.7077, -1.2812], [-1.1152, -0.6488, -0.6688], [-0.4044, -1.7380, -0.8827], [0.6115, -1.7707, -0.1021], [1.1102, -0.7541, 0.7560], [0.4924, 0.5081, 0.6673], [1.4159, 2.0341, 0.6400], [-0.9064, 0.4920, 0.3157], [-2.8112, 0.1044, -0.5973], [1.1093, -2.8719, 0.0275], [-1.3106, 1.3514, -0.1220]], "atomic_forces_ev_per_a": [[-2.898, 5.231, 3.767], [-0.450, -0.040, 1.106], [-1.979, 2.261, -1.023], [5.154, -0.299, 5.808], [-2.119, -1.208, -2.574], [2.308, 1.319, -1.131], [-2.317, -3.216, 0.473], [0.729, -3.078, -3.408], [1.437, -3.576, -3.535], [-0.800, 3.113, -0.352], [0.935, -0.507, 0.870]]}

=====

(2)
{"formula": "C3H3N3OS", "method": "wB97M-V/def2-TZVPD", "gap_ev": 10.17, "smiles": "O=C(S)n1nccn1", "e_tot_ha": -753.71016, "e_above_lowest_kcal_mol": 89.50, "homo_ev": -10.339, "lumo_energy_ev": -0.165, "symbols": ["O", "C", "S", "N", "N", "C", "C", "N", "H", "H", "H"], "positions_angstrom": [[-0.1385, -0.5301, -2.0238], [-0.6268, -0.2206, -0.9478], [-2.3980, 0.1871, -0.4290], [0.4239, 0.1537, 0.0528], [0.3419, 0.7028, 1.3138], [1.5704, 0.5033, 1.8044], [2.2791, -0.4171, 0.8771], [1.6295, -0.6116, -0.1668], [-1.6024, 0.2732, 0.8645], [1.6895, 0.9042, 2.7157], [3.2868, -0.8371, 0.6726]], "atomic_forces_ev_per_a": [[-2.570, 0.297, 2.469], [1.439, 1.205, -1.979], [4.381, -0.693, 2.126], [0.273, -2.243, -0.323], [2.078, -0.987, -2.032], [-2.114, -2.370, -3.771], [2.841, 1.422, 2.249], [-4.783, 1.626, -1.710], [-2.472, 0.205, -1.870], [1.289, 1.023, 3.126], [-0.361, 0.515, 1.715]]}

=====

(3)
{"formula": "C3H3N3OS", "method": "wB97M-V/def2-TZVPD", "gap_ev": [7.53, 7.04], "smiles": "N#C/C(O)=[NH+]\\[S-].C#N", "e_tot_ha": -753.70860, "e_above_lowest_kcal_mol": 90.48, "homo_ev": [-8.372, -8.099], "lumo_energy_ev": [-0.840, -1.055], "symbols": ["N", "C", "C", "O", "N", "S", "H", "H", "C", "N", "H"], "positions_angstrom": [[0.2375, 0.8716, 2.0585], [0.2011, 1.1043, 0.9123], [0.3155, 1.3246, -0.4589], [0.3179, 0.1873, -1.2317], [0.5473, 2.4877, -1.0875], [0.5171, 3.9160, -0.3711], [0.6493, -0.6477, -0.9214], [0.5334, 2.2079, -2.0931], [-0.5664, -2.1057, 1.6314], [-0.2126, -2.2297, 0.5417], [-0.9488, -1.9302, 2.6315]], "atomic_forces_ev_per_a": [[-0.309, 0.350, -2.114], [0.384, 0.334, 3.177], [0.999, -1.187, -1.659], [-0.722, 2.120, -1.362], [-1.260, -4.702, 0.082], [0.158, 2.299, 0.362], [0.231, -0.443, 1.194], [0.429, 1.221, 0.387], [-0.041, 0.090, -0.558], [-0.179, 0.079, 1.026], [0.310, -0.160, -0.535]]}

=====

(4)
{"formula": "C3H3N3S", "method": "wB97M-V/def2-TZVPD", "gap_ev": 8.30, "smiles": "S/C=C1\\N=CN=N1", "e_tot_ha": -678.51409, "e_above_lowest_kcal_mol": 40.91, "homo_ev": -9.508, "lumo_energy_ev": -1.212, "symbols": ["S", "C", "C", "N", "C", "N", "N", "H", "H", "H"], "positions_angstrom": [[-0.5568, -1.1806, 2.2073], [0.2595, -1.0822, 0.6945], [0.1129, -0.0516, -0.1702], [-0.6807, 1.0739, 0.0052], [-0.4499, 1.7175, -1.0731], [0.4691, 1.0815, -1.9506], [0.8000, 0.0046, -1.3796], [-0.0341, -2.3732, 2.5636], [0.9481, -1.8784, 0.3987], [-0.8681, 2.6884, -1.2957]], "atomic_forces_ev_per_a": [[0.212, -0.201, -0.188], [0.223, -0.092, -0.221], [-0.214, -0.076, 0.567], [-0.068, -0.509, 0.447], [0.129, 0.640, -0.406], [-0.258, 0.325, 0.030], [0.357, -0.522, -0.144], [-0.093, 0.250, -0.083], [-0.285, 0.240, 0.159], [-0.004, -0.055, -0.161]]}

=====

(5)
{"formula": "C3H3N3S", "method": "wB97M-V/def2-TZVPD", "gap_ev": 8.15, "smiles": "S/C=C1/N=CN=N1", "e_tot_ha": -678.51228, "e_above_lowest_kcal_mol": 42.05, "homo_ev": -9.447, "lumo_energy_ev": -1.292, "symbols": ["S", "C", "C", "N", "C", "N", "N", "H", "H", "H"], "positions_angstrom": [[-2.3368, -0.2798, -0.0021], [-0.9741, 0.7688, -0.0054], [0.3066, 0.3305, 0.0016], [1.4268, 1.1463, 0.0005], [2.3824, 0.2628, -0.0008], [1.9229, -1.0796, -0.0001], [0.6525, -1.0287, 0.0046], [-3.2378, 0.6955, 0.0197], [-1.1363, 1.8282, 0.0190], [3.4577, 0.5146, -0.0125]], "atomic_forces_ev_per_a": [[0.347, -0.119, -0.024], [0.209, -0.464, 0.145], [-0.222, -0.138, -0.020], [0.482, -0.611, 0.001], [0.177, 0.594, -0.057], [0.080, 0.212, 0.037], [0.069, 0.266, -0.053], [-0.216, 0.220, -0.003], [-0.104, 0.341, -0.059], [-0.821, -0.302, 0.032]]}

=====

(6)
{"formula": "C3H3N3S", "method": "wB97M-V/def2-TZVPD", "gap_ev": 7.70, "smiles": "[H]/N=C(/N)C(=S)C#N", "e_tot_ha": -678.53630, "e_above_lowest_kcal_mol": 26.98, "homo_ev": -9.986, "lumo_energy_ev": -2.289, "symbols": ["H", "N", "C", "N", "C", "S", "C", "N", "H", "H"], "positions_angstrom": [[0.6124, 2.2060, -0.1510], [-0.3807, 2.1087, -0.3106], [-0.7284, 0.8621, -0.2367], [-2.0539, 0.5124, -0.4083], [0.1978, -0.2638, 0.0542], [-0.2174, -1.7991, 0.3310], [1.5608, 0.1322, 0.0812], [2.6949, 0.4156, 0.1523], [-2.6979, 1.2772, -0.5370], [-2.4406, -0.3375, -0.0346]], "atomic_forces_ev_per_a": [[0.332, 0.117, -0.131], [-0.362, -1.556, 0.102], [-1.510, 1.296, 0.055], [0.465, 0.313, -0.147], [-0.348, -0.273, -0.027], [-0.001, 0.201, -0.030], [3.364, 0.506, 0.368], [-2.460, -0.528, -0.226], [0.178, -0.005, 0.090], [0.343, -0.071, -0.055]]}

=====

(7)
{"formula": "C3H3N4O4", "method": "wB97M-V/def2-TZVPD", "gap_ev": 8.97, "e_tot_ha": -635.46426, "e_above_lowest_kcal_mol": 61.09, "total_charge": 1, "homo_ev": -15.754, "lumo_energy_ev": -6.786, "symbols": ["C", "C", "C", "N", "N", "N", "N", "O", "O", "O", "O", "H", "H", "H"], "positions_angstrom": [[-1.3046, 0.1887, -1.8894], [-0.0048, 0.2297, -1.9491], [0.0333, 0.0473, 0.3478], [-1.2276, -0.0644, 0.3740], [0.7134, -0.0108, -0.8081], [-2.4909, 0.2767, -2.5899], [0.9499, 0.3917, -3.2102], [-3.5806, 0.2794, -2.1793], [-2.0336, 0.3691, -3.7010], [2.0912, 0.2832, -2.8551], [0.4643, 0.5984, -4.2607], [0.5617, 0.1245, 1.2228], [-1.9210, 0.0973, 1.0647], [1.6919, -0.1899, -1.0548]], "atomic_forces_ev_per_a": [[0.113, -0.063, 2.885], [0.707, -0.960, 0.158], [-1.230, -0.885, 0.342], [0.271, 0.590, -5.105], [-0.100, 0.725, -1.823], [0.337, -0.137, 0.515], [-0.828, -0.134, 1.230], [-1.536, -0.035, 0.620], [-0.109, 0.300, -2.058], [0.614, -0.029, -0.501], [0.181, 0.076, -0.345], [1.654, 0.108, 2.059], [-0.192, 0.141, 0.987], [0.120, 0.302, 1.036]]}

=====

(8)
{"formula": "C3H3N5", "method": "wB97M-V/def2-TZVPD", "gap_ev": 8.92, "smiles": "c1[nH]nc2nn[nH]c12", "e_tot_ha": -389.73013, "e_above_lowest_kcal_mol": 86.95, "homo_ev": -9.136, "lumo_energy_ev": -0.216, "symbols": ["C", "N", "N", "C", "N", "N", "N", "C", "H", "H", "H"], "positions_angstrom": [[0.2290, -1.1120, 0.5685], [1.1431, -0.3376, 1.3444], [0.9460, 0.9867, 1.3088], [0.1756, 1.0165, 0.1804], [-0.5068, 1.9464, -0.6982], [-1.1946, 1.3357, -1.7188], [-0.9619, 0.0590, -1.4636], [-0.3189, -0.2127, -0.3097], [0.5215, -2.3066, 0.3923], [1.2103, -0.7839, 2.5009], [-1.2434, -0.5915, -2.1048]], "atomic_forces_ev_per_a": [[2.862, -3.620, -0.976], [-1.625, -3.564, 5.588], [-1.129, -0.107, -2.877], [-3.094, 1.783, -2.015], [-0.416, 1.467, -1.284], [4.086, 1.363, 5.494], [-0.526, -1.210, 0.670], [1.782, 0.370, 0.926], [-1.157, 3.495, 0.863], [0.255, 1.895, -4.632], [-1.038, -1.873, -1.756]]}

=====

(9)
{"formula": "C3H3N5", "method": "wB97M-V/def2-TZVPD", "gap_ev": 8.85, "smiles": "[H]/N=c1\\nccnnn1", "e_tot_ha": -389.76404, "e_above_lowest_kcal_mol": 65.67, "homo_ev": -9.756, "lumo_energy_ev": -0.902, "symbols": ["H", "N", "C", "N", "C", "C", "N", "N", "N", "H", "H"], "positions_angstrom": [[2.7923, 0.1077, 0.6947], [2.1499, -0.6889, 0.5785], [1.1601, -0.4720, -0.1400], [0.7776, 0.8405, -0.6197], [-0.4537, 1.0911, -0.4352], [-1.4531, 0.3474, 0.3909], [-1.6055, -0.9389, 0.3697], [-0.8974, -1.7178, -0.5047], [0.3160, -1.5489, -0.6458], [-0.7113, 2.0504, -0.7992], [-2.0749, 0.9295, 1.1109]], "atomic_forces_ev_per_a": [[-0.781, -0.192, -0.026], [0.986, -0.582, 0.047], [-1.331, 1.153, 0.550], [0.044, -2.004, -0.321], [0.019, 0.377, 0.689], [0.393, -1.153, -0.275], [-0.379, 1.607, 1.071], [0.729, 0.527, -0.097], [0.756, -0.262, -0.652], [-0.825, 1.029, -0.208], [0.389, -0.499, -0.778]]}

=====

(10)
{"formula": "C3H3NO", "method": "wB97M-V/def2-TZVPD", "gap_ev": 10.65, "smiles": "C=C=NC=O", "e_tot_ha": -246.03870, "e_above_lowest_kcal_mol": 33.16, "homo_ev": -9.790, "lumo_energy_ev": 0.862, "symbols": ["C", "C", "N", "C", "O", "H", "H", "H"], "positions_angstrom": [[0.4135, -1.4711, 0.1987], [0.7489, -0.2729, -0.1914], [0.8275, 0.9156, -0.5067], [-0.4772, 1.4339, -0.1585], [-1.3739, 1.5195, -0.9421], [-0.1325, -2.0998, -0.4942], [0.6071, -1.7842, 1.2164], [-0.5606, 1.6546, 0.9193]], "atomic_forces_ev_per_a": [[0.120, 0.002, -0.035], [-0.128, 0.113, -0.011], [-0.132, -0.655, 0.173], [-0.619, 0.250, -0.276], [0.476, 0.235, 0.350], [0.216, -0.098, 0.083], [0.089, -0.089, -0.148], [-0.022, 0.241, -0.137]]}

=====

(11)
{"formula": "C3H3NO", "method": "wB97M-V/def2-TZVPD", "gap_ev": 11.17, "smiles": "CC(=O)C#N", "e_tot_ha": -246.06190, "e_above_lowest_kcal_mol": 18.60, "homo_ev": -11.324, "lumo_energy_ev": -0.159, "symbols": ["C", "C", "O", "C", "N", "H", "H", "H"], "positions_angstrom": [[-0.1790, 0.0719, -0.0669], [-1.4585, -0.3549, 0.5789], [-2.4309, -0.6658, -0.0315], [-1.4335, -0.3415, 2.1491], [-1.4563, -0.4736, 3.2891], [0.5331, 0.4507, 0.6944], [-0.6967, 0.6182, -0.9164], [0.1152, -0.8222, -0.5007]], "atomic_forces_ev_per_a": [[-2.277, 1.173, 0.461], [0.280, 0.290, 1.900], [-0.343, -0.179, 0.390], [-0.557, -0.484, -1.595], [0.143, 0.171, 0.086], [-0.365, 0.350, -1.177], [1.799, 0.408, 0.850], [1.320, -1.728, -0.915]]}

=====

(12)
{"formula": "C3H3NO", "method": "wB97M-V/def2-TZVPD", "gap_ev": 11.30, "e_tot_ha": -246.04922, "e_above_lowest_kcal_mol": 26.56, "homo_ev": -10.750, "lumo_energy_ev": 0.546, "symbols": ["O", "C", "C", "C", "N", "H", "H", "H"], "positions_angstrom": [[-2.1241, 0.4501, 0.0061], [-0.9403, 0.6221, 0.1016], [0.0463, -0.5419, 0.1153], [2.3910, 0.2152, -0.6904], [1.3398, -0.1389, -0.3033], [-0.4870, 1.6286, 0.2064], [-0.3330, -1.3366, -0.5321], [0.1038, -0.9355, 1.1377]], "atomic_forces_ev_per_a": [[0.388, 0.057, 0.049], [-0.212, -0.025, 0.015], [-0.113, -0.151, 0.028], [-0.992, -0.310, 0.392], [0.990, 0.341, -0.396], [-0.065, -0.083, -0.039], [0.043, 0.096, 0.075], [-0.039, 0.075, -0.124]]}